Entry 1:
Formula: C17H20N2O2
Source: OMol25
Level of theory: ωB97M-V with the def2-TZVPD basis set

Structure (XYZ):
```
41
C17H20N2O2 ωB97M-V with the def2-TZVPD basis set
C 4.888 1.384 -1.395
O 3.966 2.243 -0.773
C 2.860 1.602 -0.191
C 1.810 1.141 -1.219
N 0.736 0.386 -0.599
C -0.147 1.079 0.201
O -0.134 2.290 0.262
N -0.978 0.260 0.924
C -2.051 0.610 1.742
C -2.760 -0.424 2.353
C -3.840 -0.145 3.168
C -4.229 1.166 3.384
C -3.526 2.194 2.777
C -2.443 1.927 1.960
C 0.615 -0.990 -0.904
C 1.674 -1.845 -0.609
C 1.601 -3.190 -0.914
C 0.462 -3.696 -1.519
C -0.583 -2.847 -1.830
C -0.528 -1.488 -1.544
C -1.668 -0.597 -1.933
H 5.222 0.596 -0.708
H 5.739 2.002 -1.674
H 4.479 0.915 -2.298
H 3.190 0.744 0.415
H 2.400 2.343 0.467
H 2.268 0.505 -1.979
H 1.391 2.030 -1.701
H -0.806 -0.734 0.848
H -2.459 -1.450 2.183
H -4.379 -0.956 3.635
H -5.072 1.384 4.021
H -3.823 3.219 2.941
H -1.896 2.727 1.491
H 2.555 -1.444 -0.132
H 2.428 -3.842 -0.678
H 0.394 -4.746 -1.756
H -1.462 -3.238 -2.322
H -2.442 -0.596 -1.165
H -1.335 0.430 -2.071
H -2.117 -0.949 -2.859
```

Computed properties:
**HOMO energy**: -8.24 eV
**LUMO**: 0.02477 hartree
**Molar mass**: 284.36 g/mol
**Energy above the lowest of the compared OMol25 structures with the same formula, charge and spin**: 16.7 kJ/mol
**SMILES**: COCCN(C(=O)Nc1ccccc1)c1ccccc1C
**Net charge**: 0
**Kohn-Sham gap**: 8.914 eV


Entry 2:
Formula: C11H20N2OPTi
Source: OMol25
Level of theory: ωB97M-V with the def2-TZVPD basis set

Structure (XYZ):
```
36
C11H20N2OPTi ωB97M-V with the def2-TZVPD basis set
C 1.682 -2.524 -1.224
C 2.545 -3.211 -0.347
C 3.706 -2.576 0.167
C 4.072 -1.272 -0.258
C 3.173 -0.461 -0.942
Ti 1.725 -1.157 0.170
P -0.559 -2.211 1.252
H 0.981 -2.989 -1.905
H 2.348 -4.221 0.023
H 4.354 -3.120 0.860
H 3.394 0.514 -1.361
H 5.082 -0.927 0.016
H -1.144 -1.476 2.327
H -0.913 -3.518 1.690
H -1.670 -2.127 0.344
C 0.453 1.784 1.874
N -0.640 1.729 0.911
C -1.878 2.397 1.264
C -2.779 2.622 0.070
C -2.802 1.478 -0.910
N -1.470 0.937 -1.122
C -1.266 0.086 -2.284
C -0.526 0.961 -0.177
O 0.525 0.226 -0.336
H 0.094 2.293 2.774
H 1.299 2.373 1.486
H 0.825 0.785 2.157
H -2.403 1.808 2.038
H -1.609 3.359 1.707
H -2.517 3.551 -0.447
H -3.797 2.776 0.437
H -3.177 1.789 -1.892
H -3.478 0.676 -0.559
H -1.711 -0.920 -2.166
H -1.718 0.595 -3.143
H -0.203 -0.030 -2.495
```

Computed properties:
**HOMO energy**: -10.68 eV
**LUMO**: -0.11404 hartree
**Molar mass**: 275.13 g/mol
**Net charge**: +1
**Kohn-Sham gap**: 7.581 eV


Entry 3:
Formula: C11H13N3S
Source: OMol25
Level of theory: ωB97M-V with the def2-TZVPD basis set

Structure (XYZ):
```
28
C11H13N3S ωB97M-V with the def2-TZVPD basis set
C -0.526 -4.376 3.111
C -1.625 -3.604 3.628
C 0.510 -3.745 2.402
C -1.806 -2.252 3.332
C 0.292 -2.449 2.038
C -0.857 -1.702 2.491
C -0.260 1.800 -0.162
C 0.127 0.428 -2.187
C 2.248 1.479 -1.179
C 0.590 2.941 -2.230
C 0.698 1.685 -1.385
N 1.048 -1.611 1.352
N 0.468 -0.553 1.249
N -0.668 -0.479 1.870
S -0.918 1.174 1.060
H -0.578 -5.425 3.272
H -2.196 -4.133 4.256
H 1.323 -4.217 1.812
H -2.538 -1.592 3.819
H -0.912 0.686 -2.405
H 0.130 -0.474 -1.529
H 0.623 0.171 -3.239
H 2.742 1.350 -2.147
H 2.655 2.311 -0.696
H 2.496 0.491 -0.569
H 0.708 2.812 -3.295
H 1.359 3.633 -1.879
H -0.328 3.462 -1.990
```

Computed properties:
**HOMO energy**: -8.67 eV
**LUMO**: -0.00529 hartree
**Molar mass**: 219.31 g/mol
**Energy above the lowest of the compared OMol25 structures with the same formula, charge and spin**: 618.6 kJ/mol
**Net charge**: 0
**Kohn-Sham gap**: 8.524 eV


Entry 4:
Formula: C28H57InN3O6
Source: OMol25
Level of theory: ωB97M-V with the def2-TZVPD basis set

Structure (XYZ):
```
95
C28H57InN3O6 ωB97M-V with the def2-TZVPD basis set
In -4.092 -5.057 -4.151
C -4.197 -0.997 -0.878
O -4.702 -0.645 0.201
O -3.169 -1.593 -1.010
O -4.977 -1.204 -1.832
C 0.042 2.023 5.446
C -1.311 2.646 4.856
C -1.825 3.772 5.786
C -0.964 5.002 5.625
C -1.309 5.538 4.270
C -0.951 4.567 3.100
N -1.148 3.139 3.449
O -0.885 2.152 2.562
C -1.730 4.915 1.828
C 0.578 4.675 2.809
C -2.409 1.568 4.814
H -0.100 1.707 6.479
H 0.906 2.668 5.289
H 0.290 1.226 4.745
H -2.909 3.880 5.804
H -1.684 3.324 6.770
H 0.104 4.789 5.653
H -1.183 5.721 6.415
H -0.834 6.508 4.123
H -2.378 5.751 4.267
H -1.595 5.925 1.441
H -1.439 4.298 0.977
H -2.817 4.927 1.897
H 0.894 5.703 2.635
H 1.085 4.314 3.704
H 0.977 3.923 2.128
H -2.644 1.263 5.834
H -2.189 0.665 4.244
H -3.299 2.051 4.409
H -1.788 1.961 2.296
C 2.728 -4.035 0.870
C 2.643 -5.632 0.393
C 3.508 -6.412 1.439
C 2.913 -6.617 2.761
C 1.482 -7.078 2.647
C 0.504 -6.326 1.649
N 1.235 -6.097 0.365
O 0.467 -5.466 -0.548
C -0.597 -7.297 1.310
C -0.024 -5.049 2.371
C 3.246 -5.845 -0.992
H 1.912 -3.495 0.392
H 2.574 -3.832 1.930
H 3.700 -3.656 0.555
H 3.577 -7.389 0.961
H 4.540 -6.069 1.512
H 3.438 -7.350 3.373
H 3.015 -5.754 3.420
H 1.160 -7.064 3.688
H 1.566 -8.161 2.556
H -1.066 -7.645 2.231
H -0.209 -8.080 0.659
H -1.440 -6.798 0.832
H -0.510 -4.282 1.768
H 0.808 -4.500 2.812
H -0.791 -5.204 3.130
H 2.838 -5.179 -1.752
H 4.258 -5.452 -0.902
H 3.159 -6.806 -1.499
H 0.414 -4.589 -0.161
C -1.972 3.096 -4.453
C -1.091 2.640 -5.702
C -0.392 3.913 -6.360
C 0.915 4.298 -5.629
C 1.876 3.157 -5.446
C 1.180 1.953 -4.775
N -0.125 1.575 -5.395
O -0.686 0.326 -5.017
C 2.173 0.772 -4.790
C 0.991 2.346 -3.276
C -2.129 2.183 -6.724
H -1.579 4.063 -4.141
H -1.685 2.495 -3.590
H -3.059 3.112 -4.536
H -0.171 3.759 -7.416
H -1.071 4.746 -6.175
H 0.770 4.751 -4.648
H 1.418 5.080 -6.197
H 2.730 3.530 -4.880
H 2.393 2.910 -6.373
H 2.256 0.401 -5.812
H 3.219 1.033 -4.626
H 2.030 -0.030 -4.066
H 1.817 1.946 -2.688
H 0.959 3.414 -3.059
H 0.116 1.852 -2.853
H -2.912 1.545 -6.314
H -1.686 1.692 -7.590
H -2.685 3.039 -7.107
H -0.994 0.459 -4.117
```

Computed properties:
**HOMO energy**: -9.42 eV
**LUMO**: -0.27001 hartree
**Molar mass**: 646.60 g/mol
**Energy above the lowest of the compared OMol25 structures with the same formula, charge and spin**: 219.1 kJ/mol
**Net charge**: +1
**Kohn-Sham gap**: 2.075 eV


Entry 5:
Formula: F2HNS
Source: OMol25
Level of theory: ωB97M-V with the def2-TZVPD basis set

Structure (XYZ):
```
5
F2HNS ωB97M-V with the def2-TZVPD basis set
N -0.029 -0.102 1.268
F 1.970 0.021 -0.951
F -1.795 0.582 -0.613
S -1.379 -0.282 0.863
H 1.234 -0.219 -0.567
```

Computed properties:
**HOMO energy**: -12.24 eV
**LUMO**: -0.06895 hartree
**Molar mass**: 85.08 g/mol
**Energy above the lowest of the compared OMol25 structures with the same formula, charge and spin**: 40.5 kJ/mol
**Net charge**: 0
**Kohn-Sham gap**: 10.362 eV


Entry 6:
Formula: C3H8O3S
Source: OMol25
Level of theory: ωB97M-V with the def2-TZVPD basis set

Structure (XYZ):
```
15
C3H8O3S ωB97M-V with the def2-TZVPD basis set
O -2.228 0.160 0.813
C -1.709 -0.001 -0.212
O -1.947 -1.229 -0.760
C -0.648 0.880 -0.729
C 0.509 1.193 0.356
S 1.876 2.063 -0.549
H -2.673 -1.685 -0.219
H -0.200 0.621 -1.781
H -1.167 1.853 -0.903
H 0.872 0.287 0.880
H 0.103 1.989 1.026
H 2.721 1.000 -0.725
H 0.908 -1.921 1.098
H 2.218 -2.409 0.700
O 1.365 -2.801 1.004
```

Computed properties:
**HOMO energy (spin up / spin down)**: 0.60 / -5.52 eV
**LUMO (spin up / spin down)**: 0.12381 / 0.12078 hartree
**Molar mass**: 124.16 g/mol
**Energy above the lowest of the compared OMol25 structures with the same formula, charge and spin**: 43.0 kJ/mol
**2S+1**: 2
**Net charge**: -1
**⟨S²⟩**: 0.7508
**Kohn-Sham gap (spin up / spin down)**: 2.771 / 8.810 eV


Entry 7:
Formula: C3H9NOSi
Source: OMol25
Level of theory: ωB97M-V with the def2-TZVPD basis set

Structure (XYZ):
```
15
C3H9NOSi ωB97M-V with the def2-TZVPD basis set
C 0.822 1.456 -0.543
C -2.011 -0.390 0.008
C 1.748 0.461 0.239
N 1.048 -0.645 0.736
O 0.439 -1.919 -0.692
Si -0.499 -1.523 0.533
H 1.313 2.219 -1.060
H 0.470 0.777 -1.328
H -0.096 1.827 0.107
H -2.026 0.585 0.363
H -2.068 -0.419 -1.052
H -3.095 -0.733 0.347
H 2.309 0.570 1.200
H 2.677 0.119 -0.465
H -1.030 -2.385 1.606
```

Computed properties:
**HOMO energy (spin up / spin down)**: -9.56 / -9.56 eV
**LUMO (spin up / spin down)**: -0.03051 / -0.03046 hartree
**Molar mass**: 103.20 g/mol
**Energy above the lowest of the compared OMol25 structures with the same formula, charge and spin**: 343.9 kJ/mol
**Net charge**: 0
**Kohn-Sham gap (spin up / spin down)**: 8.730 / 8.731 eV


Entry 8:
Formula: C21H29BF4N4RhS
Source: OMol25
Level of theory: ωB97M-V with the def2-TZVPD basis set

Structure (XYZ):
```
61
C21H29BF4N4RhS ωB97M-V with the def2-TZVPD basis set
Rh -0.230 -0.094 -0.213
N -0.407 -0.011 1.968
C 0.120 1.230 2.570
C -0.181 2.414 1.663
N 0.210 2.156 0.268
C 1.604 2.422 -0.125
C 2.574 1.370 0.400
N 2.033 0.007 0.203
H 0.082 -0.839 2.298
H -1.375 -0.161 2.223
H -0.318 1.417 3.550
H 1.190 1.111 2.722
H -1.259 2.577 1.660
H 0.294 3.317 2.056
H -0.399 2.686 -0.343
H 1.621 2.401 -1.216
H 1.933 3.415 0.196
H 3.522 1.493 -0.121
H 2.782 1.531 1.455
H 2.575 -0.530 -0.462
H 2.082 -0.543 1.054
C 4.834 1.200 -5.020
C 4.329 -0.012 -4.224
C 4.889 -1.307 -4.838
C 4.840 0.100 -2.787
C 2.806 -0.058 -4.290
C 2.174 -0.174 -5.567
C 0.802 -0.245 -5.712
C 0.012 -0.210 -4.579
S -1.718 -0.312 -4.501
C -1.603 -0.181 -2.758
N -0.258 -0.093 -2.275
C 0.610 -0.094 -3.274
C 2.024 -0.007 -3.175
C -2.619 -0.140 -1.853
C -4.005 -0.194 -2.196
C -4.947 -0.132 -1.208
C -4.567 -0.026 0.137
C -3.211 0.013 0.493
C -2.223 -0.044 -0.460
H 5.925 1.241 -4.977
H 4.441 2.132 -4.605
H 4.546 1.149 -6.071
H 5.978 -1.307 -4.768
H 4.624 -1.406 -5.892
H 4.511 -2.185 -4.309
H 5.930 0.114 -2.794
H 4.529 -0.756 -2.179
H 4.504 1.028 -2.312
H 2.787 -0.207 -6.458
H 0.356 -0.337 -6.694
H 2.469 0.091 -2.203
H -4.298 -0.291 -3.235
H -5.999 -0.169 -1.461
H -5.323 0.007 0.910
H -2.994 0.069 1.551
F 1.145 -3.232 -1.251
B 0.292 -3.421 -0.176
F 0.332 -2.034 0.542
F -1.026 -3.568 -0.538
F 0.744 -4.300 0.765
```

Computed properties:
**HOMO energy (spin up / spin down)**: -8.94 / -11.91 eV
**LUMO (spin up / spin down)**: -0.10431 / -0.21896 hartree
**Molar mass**: 559.27 g/mol
**Energy above the lowest of the compared OMol25 structures with the same formula, charge and spin**: 12.7 kJ/mol
**2S+1**: 5
**Net charge**: +1
**⟨S²⟩**: 6.0584
**Kohn-Sham gap (spin up / spin down)**: 6.105 / 5.951 eV


Entry 9:
Formula: C45H72FI3N4O9S3
Source: OMol25
Level of theory: ωB97M-V with the def2-TZVPD basis set

Structure (XYZ):
```
137
C45H72FI3N4O9S3 ωB97M-V with the def2-TZVPD basis set
C 2.669 3.146 -1.117
O 3.188 1.821 -1.263
C 2.316 0.929 -0.528
C 2.973 -0.469 -0.257
C 2.257 -1.268 0.919
C 2.327 -0.500 2.299
C 0.910 -0.385 3.023
C -0.210 0.242 2.097
C -0.999 1.442 2.736
C -1.668 2.405 1.640
C -2.023 1.625 0.318
C -2.915 0.457 0.399
C -3.277 -0.350 -0.776
S -4.401 -1.756 -0.477
C -5.758 -0.974 0.527
C -6.862 -2.017 0.899
O -8.012 -1.714 0.728
O -6.603 -3.299 1.372
C -6.096 -3.300 2.717
C -4.626 -3.935 2.832
C -4.574 -5.177 3.803
O -4.005 -4.147 1.553
C -4.306 -5.375 0.990
O -5.387 -5.892 0.939
C -3.088 -6.120 0.303
S -3.357 -5.905 -1.536
C -2.736 -0.004 -2.094
C -1.869 1.185 -2.189
C -1.528 1.976 -1.011
S -1.288 1.572 -3.886
C -1.010 -0.118 -4.540
C -1.973 -1.126 -4.082
C -1.778 -2.514 -4.543
C -0.682 -2.911 -5.425
C -0.481 -4.365 -5.857
I 1.511 -5.212 -5.589
C -1.449 -5.182 -6.369
C -2.917 -4.651 -6.563
I -1.037 -7.244 -6.910
C 0.218 -1.835 -5.873
F 1.231 -2.206 -6.742
C 0.085 -0.460 -5.454
C 1.031 0.695 -5.897
C 1.949 1.150 -4.679
O 2.151 0.375 -3.807
I 2.683 3.183 -4.769
N -3.083 -0.836 -3.213
H 3.307 3.906 -1.635
H 2.558 3.465 -0.046
H 1.664 3.175 -1.641
H 2.055 1.457 0.431
H 1.419 0.758 -1.195
H 2.886 -1.062 -1.211
H 4.067 -0.376 -0.012
H 1.196 -1.434 0.560
H 2.687 -2.308 1.001
H 2.682 0.562 2.190
H 3.022 -1.075 2.971
H 0.601 -1.421 3.347
H 0.994 0.210 3.979
H -0.937 -0.579 1.860
H 0.282 0.545 1.136
H -1.865 1.004 3.316
H -0.350 2.021 3.454
H -0.842 3.118 1.346
H -2.552 2.942 2.067
H -3.286 0.199 1.424
H -5.380 -0.393 1.405
H -6.249 -0.220 -0.150
H -6.799 -3.778 3.459
H -6.032 -2.217 3.043
H -4.015 -3.132 3.342
H -5.402 -5.871 3.474
H -3.580 -5.683 3.837
H -4.905 -4.806 4.816
H -3.057 -7.204 0.551
H -2.127 -5.578 0.512
H -3.153 -4.551 -1.739
H -0.874 2.872 -1.148
H -2.466 -3.321 -4.206
H -3.438 -5.207 -7.393
H -3.546 -4.822 -5.641
H -2.945 -3.553 -6.776
H 0.415 1.603 -6.158
H 1.693 0.427 -6.758
H -3.510 -1.717 -2.925
C -0.291 7.810 3.127
C -1.283 7.241 4.137
C -0.640 6.293 5.167
O -0.332 5.000 4.665
C 0.880 4.922 3.935
N -2.378 6.585 3.411
H -0.014 7.087 2.358
H -0.728 8.668 2.613
H 0.622 8.150 3.622
H -1.701 8.087 4.692
H -1.363 6.129 5.971
H 0.243 6.746 5.634
H 1.646 5.593 4.334
H 0.698 5.135 2.880
H 1.248 3.897 4.005
H -3.088 6.297 4.079
H -2.016 5.705 3.046
C 0.728 -4.990 6.016
C -0.259 -3.973 6.580
C -1.488 -3.742 5.680
O -1.240 -2.940 4.533
C -0.656 -3.633 3.442
N 0.453 -2.718 6.851
H 1.338 -4.580 5.209
H 1.416 -5.319 6.797
H 0.209 -5.874 5.638
H -0.625 -4.370 7.532
H -2.233 -3.194 6.264
H -1.958 -4.691 5.391
H -1.015 -4.665 3.372
H 0.433 -3.613 3.517
H -0.932 -3.108 2.525
H -0.181 -2.076 7.321
H 0.632 -2.269 5.953
C 9.012 2.902 -5.290
C 7.504 2.893 -5.527
C 6.969 4.198 -6.146
O 6.869 5.286 -5.238
C 8.085 5.975 -5.006
N 6.826 2.579 -4.264
H 9.295 3.488 -4.415
H 9.372 1.885 -5.121
H 9.543 3.301 -6.158
H 7.293 2.086 -6.236
H 5.947 4.011 -6.491
H 7.546 4.487 -7.034
H 8.714 6.012 -5.899
H 8.628 5.517 -4.177
H 7.840 6.997 -4.712
H 5.832 2.473 -4.446
H 6.879 3.410 -3.677
```

Computed properties:
**HOMO energy**: -8.07 eV
**LUMO**: -0.01692 hartree
**Molar mass**: 1309.00 g/mol
**Net charge**: 0
**Kohn-Sham gap**: 7.610 eV


Please write out number 2 again, unchanged.
Formula: C11H20N2OPTi
Source: OMol25
Level of theory: ωB97M-V with the def2-TZVPD basis set

Structure (XYZ):
```
36
C11H20N2OPTi ωB97M-V with the def2-TZVPD basis set
C 1.682 -2.524 -1.224
C 2.545 -3.211 -0.347
C 3.706 -2.576 0.167
C 4.072 -1.272 -0.258
C 3.173 -0.461 -0.942
Ti 1.725 -1.157 0.170
P -0.559 -2.211 1.252
H 0.981 -2.989 -1.905
H 2.348 -4.221 0.023
H 4.354 -3.120 0.860
H 3.394 0.514 -1.361
H 5.082 -0.927 0.016
H -1.144 -1.476 2.327
H -0.913 -3.518 1.690
H -1.670 -2.127 0.344
C 0.453 1.784 1.874
N -0.640 1.729 0.911
C -1.878 2.397 1.264
C -2.779 2.622 0.070
C -2.802 1.478 -0.910
N -1.470 0.937 -1.122
C -1.266 0.086 -2.284
C -0.526 0.961 -0.177
O 0.525 0.226 -0.336
H 0.094 2.293 2.774
H 1.299 2.373 1.486
H 0.825 0.785 2.157
H -2.403 1.808 2.038
H -1.609 3.359 1.707
H -2.517 3.551 -0.447
H -3.797 2.776 0.437
H -3.177 1.789 -1.892
H -3.478 0.676 -0.559
H -1.711 -0.920 -2.166
H -1.718 0.595 -3.143
H -0.203 -0.030 -2.495
```

Computed properties:
**HOMO energy**: -10.68 eV
**LUMO**: -0.11404 hartree
**Molar mass**: 275.13 g/mol
**Net charge**: +1
**Kohn-Sham gap**: 7.581 eV


Among the records above, which one has the highest molar mass? C45H72FI3N4O9S3